This record from the Open Molecules 2025 dataset describes a molecular structure, C23H15AsO5Sc at a distorted geometry. The level of theory is ωB97M-V/def2-TZVPD.

**Charge**: +3
**2S+1**: 1
**ΔE to the lowest compared entry with this formula, charge and spin**: 314.5 kJ/mol
**E_LUMO (alpha / beta)**: -0.459 / -0.502 hartree

```
45
C23H15AsO5Sc ωB97M-V/def2-TZVPD
H 5.062 -0.796 2.543
C 1.217 -1.560 0.008
H -2.285 3.056 6.348
H -1.995 1.007 4.977
H 2.866 -0.294 1.519
C 4.175 -0.644 3.205
H -0.740 4.999 6.059
C -3.893 -1.269 3.155
C 1.550 1.220 0.004
H 1.088 -0.114 5.484
H -2.972 0.464 2.228
Sc -0.003 0.004 0.101
O 1.927 -2.460 -0.002
C -2.431 -2.810 4.246
C -1.453 3.008 5.603
C 0.424 4.017 4.521
O -2.457 -1.925 -0.002
O 2.465 1.933 0.000
C 1.961 -0.267 4.826
C 4.312 -0.734 4.570
H -4.925 -0.962 2.850
C -3.705 -2.436 3.874
C 0.598 2.877 3.745
H -4.575 -3.070 4.148
C -1.331 -2.034 3.912
C -0.271 1.793 3.901
O 0.000 0.000 -3.117
C 3.204 -0.545 5.384
C 1.835 -0.184 3.450
H 5.299 -0.958 5.023
C -1.545 -0.864 3.203
H -2.268 -3.750 4.827
H 1.414 2.837 3.004
C 2.941 -0.364 2.648
C -2.813 -0.474 2.809
C -1.559 -1.223 0.003
H -0.312 -2.329 4.208
C -1.293 1.863 4.840
C -0.606 4.082 5.451
H 1.111 4.880 4.388
C 0.000 0.000 -1.998
H 3.304 -0.616 6.487
As 0.039 0.268 2.704
C -1.220 1.558 0.008
O -1.927 2.458 0.000
```

These are the Löwdin partial charges, in e, on atoms 1 to 4: number 1, H, carries 0.150; number 2, C, carries -0.055; number 3, H, carries 0.166; number 4, H, carries 0.137

---

This record from the Open Molecules 2025 dataset describes a gas-phase ion, C5H10NO (charge -1) at a distorted geometry. The level of theory is ωB97M-V/def2-TZVPD.

**Charge**: -1
**2S+1**: 1
**ΔE to the lowest compared entry with this formula, charge and spin**: 60.3 kJ/mol
**E_LUMO**: 0.141 hartree

```
17
C5H10NO ωB97M-V/def2-TZVPD
H 0.162 1.976 1.656
C 1.082 -1.455 -0.042
H 1.601 -1.752 -2.080
O -2.625 1.490 0.098
H -1.608 0.429 -1.379
H 1.663 0.469 0.576
C 0.874 0.038 -0.057
C -0.516 0.358 0.522
H -1.356 1.478 1.902
N -0.407 1.140 1.721
H -1.091 -0.553 0.719
H -0.914 2.075 -0.735
H 1.362 -3.270 -1.181
H 1.058 0.472 -1.042
C -1.469 1.117 -0.508
C 1.340 -2.187 -1.121
H 0.843 -1.825 0.951
```

These are the Löwdin partial charges, in e, on atoms 1 to 4: number 1, H, carries 0.050; number 2, C, carries -0.199; number 3, H, carries 0.042; number 4, O, carries -0.386

---

This record from the Open Molecules 2025 dataset describes 2 unconnected molecules or ions with the total composition C3H2INO2 at a distorted geometry. The level of theory is ωB97M-V/def2-TZVPD.

**2S+1**: 1
**ΔE to the lowest compared entry with this formula, charge and spin**: 177.4 kJ/mol
**E_LUMO**: -0.009 hartree

```
9
C3H2INO2 ωB97M-V/def2-TZVPD
H -2.691 -0.973 0.284
N 1.905 1.030 0.391
O 0.454 2.720 -0.179
I 2.973 -0.516 0.046
H -1.780 0.295 -0.281
O 0.229 -2.284 -0.083
C -1.643 -0.652 0.019
C 1.214 1.871 -0.054
C -0.660 -1.492 -0.144
```

These are the Löwdin partial charges, in e, on atoms 1 to 4: number 1, H, carries 0.097; number 2, N, carries -0.497; number 3, O, carries 0.158; number 4, I, carries 0.966

---

This record from the Open Molecules 2025 dataset describes a gas-phase ion, C4H10NO (charge +1) at a distorted geometry. The level of theory is ωB97M-V/def2-TZVPD.

**Charge**: +1
**2S+1**: 1
**ΔE to the lowest compared entry with this formula, charge and spin**: 257.8 kJ/mol
**E_LUMO**: -0.131 hartree

```
16
C4H10NO ωB97M-V/def2-TZVPD
H -1.221 -1.548 1.066
H -2.344 0.311 2.096
N 1.493 0.919 -0.949
C 0.351 0.578 -0.097
H -1.023 -0.260 -1.531
H 0.105 -1.483 -0.704
O -1.923 0.434 1.143
C -1.654 -0.824 0.441
H 1.753 0.512 -1.883
C 1.736 0.233 0.296
H 2.014 -0.805 0.069
H 2.198 0.665 1.143
H -2.461 -1.298 -0.098
H -0.221 1.168 0.547
H 1.776 2.016 -0.947
C -0.577 -0.618 -0.592
```

These are the Löwdin partial charges, in e, on atoms 1 to 4: number 1, H, carries 0.104; number 2, H, carries 0.177; number 3, N, carries 0.112; number 4, C, carries -0.180

---

Question: Which of these has the highest ΔE to the lowest compared entry with this formula, charge and spin?
Answer: C23H15AsO5Sc

---

Question: What is the ΔE to the lowest compared entry with this formula, charge and spin in the first record?
Answer: 314.5 kJ/mol

---

Question: What is the 2S+1 in the third record?
Answer: 1

---

Question: What is the ΔE to the lowest compared entry with this formula, charge and spin in the third record?
Answer: 177.4 kJ/mol